[1]
73
Properties=species:S:1:pos:R:3:forces:R:3:lowdin_charge:R:1 method="wB97M-V/def2-TZVPD" de_lowest_kj_mol=0.0 largest_force_ev_per_a=1.81 homo_ev="-1.8 / -1.5" gap_ev="4.34 / 4.05" e_lumo_ev="2.50 / 2.52" total_charge=-1 spin_multiplicity=2
Co -0.470 -0.674 0.232 -0.470 0.311 -0.064 -0.173
O -3.414 3.186 -0.308 0.112 0.198 -0.185 0.071
C -2.586 3.834 -1.176 0.044 -0.388 0.198 -0.245
C -3.062 5.029 -1.703 -0.023 0.182 -0.127 -0.025
C -2.317 5.742 -2.627 -0.033 -0.152 0.117 -0.096
C -1.077 5.261 -3.032 0.041 0.041 -0.032 -0.103
C -0.595 4.079 -2.503 -0.061 -0.123 0.127 -0.021
C -1.327 3.337 -1.566 -0.269 0.567 -0.305 -0.073
C -0.772 2.093 -1.047 1.035 -1.152 0.399 -0.240
O -1.283 1.659 0.194 -0.220 0.488 -0.936 0.086
N 0.163 1.448 -1.645 -0.968 1.341 -0.237 0.122
N 0.624 0.322 -1.046 0.793 -1.484 0.676 -0.076
C 1.704 -0.178 -1.646 -0.909 0.714 0.263 -0.088
C 2.404 -1.370 -1.276 0.211 -0.200 0.114 -0.169
C 3.623 -1.623 -1.944 -0.051 -0.010 0.037 -0.080
C 4.413 -2.724 -1.688 0.042 0.183 -0.155 -0.144
C 3.991 -3.642 -0.723 -0.371 0.026 0.232 -0.127
C 2.800 -3.440 -0.052 0.427 -0.341 -0.078 -0.057
C 1.957 -2.325 -0.291 -0.849 0.345 0.330 -0.388
O 0.853 -2.221 0.374 0.730 -0.375 -0.404 -0.176
H -2.942 2.421 0.058 0.008 -0.067 0.038 0.092
H -4.036 5.371 -1.377 0.019 -0.002 0.000 0.113
H -2.705 6.670 -3.029 0.002 -0.009 0.006 0.096
H -0.483 5.811 -3.751 -0.007 -0.010 0.012 0.093
H 0.370 3.691 -2.797 -0.001 -0.002 0.005 0.111
H 2.102 0.396 -2.480 -0.028 0.004 -0.071 0.105
H 3.942 -0.901 -2.690 0.009 -0.004 -0.007 0.097
H 5.342 -2.870 -2.225 -0.011 0.009 0.001 0.080
H 4.592 -4.517 -0.500 -0.004 0.007 0.001 0.087
H 2.452 -4.150 0.691 0.015 0.018 -0.012 0.105
C -3.835 -1.655 -1.265 -0.021 0.004 0.011 -0.389
Se -1.925 -2.064 -1.183 0.254 0.032 -0.003 0.976
C -2.025 -3.451 0.186 -0.043 -0.034 0.108 -0.531
C -2.646 -2.975 1.487 0.003 -0.151 0.021 -0.507
Se -2.037 -1.157 1.970 0.438 0.403 -0.395 0.976
C -1.580 -1.606 3.817 0.008 -0.120 0.070 -0.371
H -3.962 -0.899 -2.037 -0.005 0.005 -0.010 0.012
H -4.183 -1.252 -0.316 0.021 -0.005 0.014 0.009
H -4.403 -2.545 -1.534 -0.024 -0.002 -0.002 0.015
H -0.972 -3.693 0.331 -0.014 0.000 -0.005 0.044
H -2.557 -4.317 -0.212 -0.019 -0.018 -0.011 0.059
H -2.349 -3.632 2.305 -0.023 -0.023 0.011 0.058
H -3.735 -2.968 1.435 -0.019 -0.010 -0.020 0.047
H -0.694 -2.237 3.841 0.017 0.001 -0.005 0.030
H -2.425 -2.098 4.296 -0.008 -0.029 0.065 0.012
H -1.375 -0.665 4.323 -0.009 -0.038 -0.042 -0.014
C 2.128 3.544 2.868 -0.007 0.022 0.018 -0.010
C 0.650 3.572 2.523 0.030 0.000 0.025 -0.444
C 0.162 5.006 2.356 -0.012 0.009 0.016 -0.010
O 0.481 2.940 1.238 0.033 0.095 -0.077 0.177
B -0.640 2.166 1.311 0.267 -0.538 0.379 -0.861
O -1.180 2.061 2.567 -0.068 0.261 -0.038 0.145
C -0.257 2.709 3.478 -0.048 -0.033 -0.047 -0.439
C -1.082 3.517 4.465 -0.001 0.002 0.008 -0.013
C 0.510 1.621 4.216 0.025 -0.020 -0.004 -0.005
H 2.668 4.164 2.151 0.007 0.004 -0.005 0.090
H 2.518 2.529 2.808 -0.008 -0.004 -0.017 0.066
H 2.300 3.951 3.868 -0.013 0.001 0.002 0.091
H 0.755 5.485 1.577 0.004 -0.003 -0.005 0.093
H 0.270 5.578 3.280 0.001 0.003 -0.007 0.087
H -0.884 5.033 2.045 -0.009 -0.006 0.010 0.095
H -1.742 4.218 3.958 -0.004 0.002 0.003 0.083
H -0.435 4.071 5.149 0.015 0.002 -0.002 0.092
H -1.696 2.835 5.054 0.005 0.003 -0.007 0.091
H 1.092 1.003 3.535 -0.029 0.007 0.008 0.071
H -0.202 0.989 4.748 0.032 0.046 -0.020 0.073
H 1.189 2.058 4.951 0.003 0.014 0.007 0.092
N 3.197 -0.966 2.497 0.044 0.024 -0.033 -0.059
N 2.556 0.129 1.816 0.097 -0.080 0.069 -0.059
H 4.144 -0.672 2.701 0.022 -0.020 0.012 0.043
H 3.256 -1.775 1.880 0.005 -0.012 0.028 0.033
H 2.858 0.162 0.844 0.008 0.015 0.017 0.056
H 1.572 -0.133 1.750 -0.169 0.077 -0.089 0.018



[2]
69
Properties=species:S:1:pos:R:3:forces:R:3:lowdin_charge:R:1 method="wB97M-V/def2-TZVPD" largest_force_ev_per_a=9.83 homo_ev=-8.5 gap_ev=6.83 e_lumo_ev=-1.70
C -5.974 3.668 2.937 9.191 -3.367 0.870 0.057
C -4.646 3.211 3.161 -7.288 2.644 -2.478 -0.047
C -3.065 2.700 3.068 2.206 -0.005 0.739 -0.145
N -2.038 3.375 3.932 0.324 -4.308 -4.011 0.074
C -0.650 2.834 3.737 -0.153 -0.268 -0.283 -0.136
C 0.574 3.544 4.605 2.722 -1.796 -1.306 -0.001
C 2.150 3.093 4.491 -4.919 -1.692 -2.221 -0.003
C 2.475 1.813 3.467 -3.275 0.407 0.309 -0.091
C 4.070 1.373 3.368 -1.056 0.573 -0.959 -0.169
C 4.807 2.584 2.486 -0.403 -0.042 -0.270 -0.209
C 5.682 2.018 1.213 0.464 1.067 0.248 -0.206
C 5.235 2.838 -0.148 0.955 -0.543 -0.147 -0.298
N 4.052 2.186 -0.836 0.833 -1.095 0.837 -0.058
C 1.248 1.098 2.625 1.229 1.762 1.540 -0.037
C 1.585 -0.197 1.621 -1.197 0.167 0.221 -0.197
C 1.157 -1.627 2.360 -1.556 0.303 -0.498 -0.679
C 0.538 -2.739 1.317 -0.075 -0.545 0.353 -0.155
Cl 2.590 -2.379 3.268 -0.916 0.725 -0.622 0.489
C -0.344 1.602 2.719 1.955 0.068 0.497 -0.086
N -1.324 0.855 1.858 -2.555 5.988 4.461 0.106
C -2.676 1.478 2.066 0.650 -0.020 0.426 -0.102
C -3.927 0.838 1.160 2.010 -0.021 -0.112 -0.157
C -3.467 -0.668 0.672 -0.746 0.412 -0.738 -0.220
C -4.648 -1.215 -0.376 0.289 0.810 2.449 -0.220
S -4.300 -0.644 -2.140 -0.118 -3.919 -5.428 0.797
O -2.904 -1.143 -2.595 -4.794 2.517 2.372 -0.361
O -5.469 -1.212 -3.022 4.039 2.493 3.767 -0.389
O -4.323 1.052 -2.342 -0.648 -1.681 1.978 -0.216
H -7.076 3.995 2.620 3.160 -0.913 1.162 0.066
H 0.324 4.449 5.334 0.332 -2.256 -1.857 0.099
H 3.016 3.617 5.096 -2.116 -1.165 -1.358 0.103
H 4.571 1.283 4.425 -1.265 0.062 -2.047 0.119
H 4.140 0.345 2.777 -0.085 2.228 1.484 0.082
H 5.476 3.267 3.194 -1.481 -1.513 -1.563 0.118
H 3.951 3.268 2.014 1.818 -1.431 1.225 0.112
H 5.545 0.841 1.072 0.329 2.640 0.211 0.116
H 6.820 2.276 1.426 -2.277 -0.831 -0.465 0.109
H 6.131 2.807 -0.914 -1.780 0.129 1.508 0.116
H 5.013 3.975 0.064 0.372 -2.337 -0.177 0.118
H 3.388 1.815 -0.100 0.969 0.635 -1.099 0.052
H 4.434 1.327 -1.332 -0.766 1.393 0.890 0.078
H 0.894 -0.140 0.650 1.417 0.109 2.225 0.119
H 2.692 -0.204 1.242 -2.094 -0.015 1.008 0.094
H 0.306 -1.411 3.160 2.115 -0.351 -1.591 0.113
H -0.652 -2.652 1.297 2.671 0.128 -0.211 0.082
H 1.016 -2.620 0.251 -1.090 -0.206 2.054 0.087
H 0.748 -3.850 1.695 -0.284 2.566 -0.736 0.082
H -4.025 1.546 0.216 0.108 -1.395 2.013 0.115
H -4.938 0.791 1.747 2.097 0.237 -0.999 0.118
H -3.368 -1.330 1.632 -0.312 1.029 -2.042 0.126
H -2.471 -0.699 0.058 -1.782 0.300 1.458 0.105
H -4.723 -2.392 -0.303 0.097 2.567 -0.926 0.139
H -5.644 -0.697 -0.037 1.666 -1.245 -0.969 0.113
H -5.014 1.480 -1.745 0.962 -0.956 -1.091 0.101
C 0.079 -5.170 -4.961 -0.098 -0.124 -0.104 -0.086
C 0.764 -3.820 -5.102 -0.115 0.010 -0.154 -0.281
O 0.342 -3.086 -6.249 0.184 -0.059 -0.051 -0.166
C -1.044 -2.759 -6.318 0.008 0.137 0.107 -0.274
C -1.523 -1.908 -5.154 0.102 -0.049 0.008 -0.094
H 0.252 -5.783 -5.855 0.021 0.109 0.178 0.082
H 0.464 -5.705 -4.087 -0.014 0.070 -0.120 0.075
H -1.002 -5.068 -4.840 0.046 0.008 0.087 0.064
H 1.841 -3.984 -5.213 -0.137 0.167 -0.188 0.116
H 0.636 -3.217 -4.198 -0.093 -0.023 0.058 0.103
H -1.642 -3.671 -6.413 -0.032 -0.017 0.077 0.104
H -1.189 -2.198 -7.248 0.274 -0.166 0.090 0.118
H -1.410 -2.422 -4.197 -0.144 0.042 -0.107 0.052
H -2.581 -1.656 -5.277 0.151 -0.045 0.056 0.077
H -0.946 -0.979 -5.097 -0.098 -0.103 -0.037 0.088



[3]
70
Properties=species:S:1:pos:R:3:forces:R:3:lowdin_charge:R:1 method="wB97M-V/def2-TZVPD" largest_force_ev_per_a=5.49 homo_ev="-4.8 / -4.9" gap_ev="5.26 / 5.29" e_lumo_ev="0.42 / 0.43" spin_multiplicity=6
C -0.795 3.822 -1.503 0.430 0.772 0.333 -0.064
C -0.983 2.560 -0.845 -0.780 -2.617 -1.517 -0.352
N 0.004 2.066 0.019 -0.395 0.539 -0.453 -0.063
C 1.002 2.901 0.372 -0.567 0.767 0.064 -0.376
C 1.085 4.214 -0.088 1.116 -0.878 0.863 -0.084
C 0.223 4.662 -1.094 -1.269 -0.575 -0.438 -0.091
C -2.031 1.689 -1.339 -0.541 1.550 1.144 -0.287
P -2.581 0.112 -0.589 0.706 2.091 -0.972 0.722
Dy -0.210 -0.243 0.763 0.436 -0.897 -2.573 1.147
P 2.396 0.568 1.249 0.642 1.684 0.055 0.805
C 1.960 2.391 1.430 -0.070 -0.163 -0.024 -0.282
C -0.281 -2.698 -0.215 -2.842 -3.509 3.123 -0.352
C -1.301 -3.366 0.510 0.831 -1.155 -0.756 -0.103
C -1.098 -4.667 0.976 -0.248 -0.109 0.292 -0.081
C 0.143 -5.292 0.822 0.049 0.458 -0.198 -0.080
C 1.177 -4.594 0.193 0.001 -0.101 0.497 -0.084
C 0.987 -3.303 -0.292 -0.544 0.245 -0.294 -0.103
O -0.476 1.117 -5.443 -0.194 -0.226 -0.094 -0.059
O 1.210 -1.578 -2.603 0.389 -0.833 -2.079 -0.155
H -1.479 4.056 -2.330 0.366 0.058 0.527 0.107
H 1.877 4.826 0.335 -0.102 0.075 -0.269 0.094
H 0.341 5.653 -1.524 0.024 -0.174 -0.018 0.101
C -4.104 0.468 0.373 -0.331 -0.442 -0.001 -0.269
C -3.185 -0.786 -2.034 -0.413 -0.719 -0.162 -0.288
H 2.888 2.977 1.394 -0.151 -0.119 0.174 0.089
H 1.498 2.527 2.428 0.191 -0.108 -0.363 0.091
H -1.040 1.182 -6.220 -0.037 -0.054 0.037 0.030
H -2.865 2.254 -1.885 1.249 -0.882 0.559 0.072
C 3.121 0.271 2.886 0.262 -0.396 0.291 -0.274
C 3.852 0.713 0.161 0.347 -0.399 -0.320 -0.267
H -2.269 -2.874 0.600 0.052 -0.238 0.079 0.094
H -1.913 -5.216 1.448 0.151 0.156 0.089 0.102
H 0.328 -6.299 1.203 -0.202 0.305 -0.190 0.104
H 2.152 -5.073 0.091 -0.190 0.187 0.016 0.103
H 1.825 -2.789 -0.752 -0.181 0.095 -0.194 0.087
H 0.110 -1.397 -1.174 0.691 5.187 -1.258 0.008
H 0.590 -2.197 -3.077 0.872 1.259 0.361 0.073
H 1.013 -0.660 -2.885 -0.294 -0.884 0.220 0.043
H 0.146 1.835 -5.546 0.238 0.250 0.071 0.025
H -0.757 -1.871 -0.969 1.347 -0.294 1.330 0.007
H -4.954 0.539 -0.328 0.222 0.200 0.418 0.039
H -4.274 -0.381 1.058 -0.109 0.360 -0.146 0.029
H -3.978 1.386 0.971 -0.029 -0.440 -0.365 0.049
H -4.135 -0.395 -2.413 0.162 0.086 0.051 0.044
H -2.452 -0.812 -2.845 0.019 0.193 0.270 0.041
H -3.357 -1.812 -1.705 -0.176 -0.198 -0.181 0.029
H 4.698 1.214 0.652 -0.306 -0.070 0.005 0.049
H 4.165 -0.297 -0.130 0.021 0.215 -0.022 0.040
H 3.605 1.260 -0.757 -0.123 -0.154 0.249 0.054
H 4.046 0.839 3.047 -0.201 -0.036 -0.041 0.051
H 2.401 0.513 3.677 0.069 -0.049 -0.188 0.040
H 3.345 -0.798 2.958 0.059 0.133 0.135 0.046
C 0.391 1.696 8.639 0.144 0.098 0.183 -0.052
C -0.010 1.204 7.279 -0.152 -0.021 -0.094 -0.270
C -0.199 -0.163 7.060 -0.109 -0.022 -0.137 -0.031
C -0.633 -0.631 5.829 -0.056 0.185 -0.005 -0.043
C -0.900 0.286 4.811 0.295 0.000 0.362 -0.280
C -0.661 1.652 4.989 -0.073 -0.326 -0.173 -0.042
C -0.219 2.098 6.228 -0.054 -0.066 0.122 -0.031
S -1.478 -0.355 3.283 0.321 0.459 -1.088 0.516
O -0.382 -1.265 2.753 -0.959 0.309 1.257 -0.464
O -2.751 -1.007 3.410 0.497 0.190 0.339 -0.262
O -1.468 0.830 2.344 -0.389 -0.776 1.174 -0.471
H -0.348 1.418 9.403 0.133 0.054 -0.215 0.088
H 1.349 1.254 8.939 -0.143 0.127 -0.008 0.086
H 0.491 2.786 8.639 0.027 -0.199 0.079 0.076
H -0.033 -0.868 7.871 0.042 0.111 -0.115 0.120
H -0.761 -1.694 5.643 -0.066 0.162 0.090 0.126
H -0.812 2.346 4.165 -0.097 -0.174 0.149 0.115
H -0.062 3.165 6.392 -0.005 -0.257 -0.061 0.117



[4]
74
Properties=species:S:1:pos:R:3:forces:R:3:lowdin_charge:R:1 method="wB97M-V/def2-TZVPD" largest_force_ev_per_a=7.64 homo_ev=-8.5 gap_ev=6.67 e_lumo_ev=-1.82
C -0.630 -3.665 0.390 -0.462 -0.908 0.244 -0.163
C 0.599 -4.106 -0.613 0.367 0.324 0.559 -0.254
C 1.370 -2.734 -1.157 -0.271 -1.383 -0.998 -0.205
C 0.930 -2.503 -2.747 -0.753 0.660 0.370 -0.211
C -0.459 -1.618 -2.773 0.612 0.871 -0.222 -0.209
C -0.043 -0.008 -2.610 -0.842 -0.777 -0.456 -0.212
C -1.326 0.722 -1.873 0.205 0.767 -0.836 -0.213
C -1.003 1.159 -0.291 0.078 -0.369 -1.308 -0.186
C -0.928 2.795 -0.179 -0.515 -0.065 -0.631 -0.221
C -1.440 3.417 1.248 0.479 0.966 -0.226 -0.183
C -0.439 3.149 2.522 3.039 -0.391 1.056 -0.075
C 1.175 3.237 2.242 -2.207 -0.657 2.768 0.049
C 2.353 3.002 3.406 -2.018 0.013 -0.835 -0.125
N 3.776 3.088 2.926 -1.541 -1.657 7.294 0.040
C 4.661 2.802 4.106 -2.393 1.267 0.352 -0.317
P 6.576 2.812 3.752 -0.305 -1.136 -0.159 0.850
N 6.807 4.338 2.808 0.191 -0.997 1.489 -0.220
O 7.339 2.905 5.317 -1.317 -0.086 -0.895 -0.389
C 4.219 2.504 5.642 -3.760 0.449 -2.329 -0.056
N 2.774 2.471 6.052 2.842 0.721 -5.161 0.049
C 1.820 2.702 4.914 0.461 0.086 -0.641 -0.101
C 0.191 2.630 5.259 -0.795 0.904 -2.065 -0.028
C -0.222 2.354 6.847 0.353 0.027 -0.075 -0.231
C -0.404 0.732 7.020 1.170 -0.303 -0.268 -0.134
C -0.973 2.825 4.074 6.111 -0.002 1.083 -0.124
S -2.821 2.703 4.382 -4.206 0.193 -6.179 0.877
O -3.359 1.595 3.394 2.481 3.759 4.609 -0.373
O -3.452 4.077 4.000 2.674 -4.870 2.733 -0.347
F -3.257 2.175 5.955 1.354 1.264 -2.642 -0.250
H -0.423 -2.660 0.985 -0.365 -2.052 -1.519 0.078
H -1.648 -3.595 -0.223 2.215 0.055 1.452 0.077
H -0.778 -4.495 1.227 0.186 1.681 -1.826 0.073
H 0.233 -4.768 -1.531 0.584 1.558 2.027 0.106
H 1.360 -4.800 -0.014 -1.589 1.635 -1.215 0.104
H 2.524 -2.932 -1.113 -2.170 0.629 0.040 0.103
H 1.040 -1.835 -0.473 0.868 -1.686 -1.515 0.094
H 0.728 -3.539 -3.295 0.801 2.214 1.254 0.097
H 1.745 -1.853 -3.321 -1.667 -1.613 1.113 0.116
H -1.176 -1.853 -1.869 1.544 0.127 -1.788 0.096
H -1.065 -1.740 -3.794 1.381 0.250 2.608 0.100
H 0.958 0.107 -2.008 -2.023 -0.247 -0.920 0.100
H 0.180 0.441 -3.693 -0.625 -0.931 2.355 0.115
H -1.581 1.673 -2.548 0.440 -1.826 1.729 0.104
H -2.297 0.031 -1.948 2.273 1.419 0.257 0.115
H -1.858 0.663 0.348 1.879 1.298 -0.883 0.120
H 0.054 0.680 -0.060 -2.316 0.959 -0.067 0.102
H 0.146 3.184 -0.520 -2.298 -0.877 0.947 0.113
H -1.674 3.216 -1.010 1.531 -0.797 1.945 0.116
H -2.551 3.087 1.411 2.309 0.402 0.099 0.111
H -1.472 4.601 1.101 0.091 -2.503 0.468 0.136
H 1.528 3.479 1.140 -0.832 -0.604 2.662 0.097
H 7.837 4.494 2.724 -1.223 -0.274 -0.288 0.033
H 6.355 4.144 1.887 0.683 0.190 0.925 0.030
H 7.344 2.000 5.750 0.050 1.423 -1.205 0.060
H 5.054 2.300 6.443 -2.128 0.557 -1.702 0.100
H 0.645 2.670 7.602 -1.685 -0.512 -2.202 0.111
H -1.166 2.988 7.188 1.917 -1.487 -1.094 0.113
H -1.510 0.348 6.979 2.215 0.872 0.172 0.078
H 0.172 0.406 8.009 -1.616 0.606 -2.035 0.088
H 0.215 0.234 6.133 -1.481 0.923 1.921 0.091
C -4.453 -3.856 -9.054 0.221 0.389 -0.057 -0.066
C -4.121 -4.677 -7.820 -0.782 -0.076 -0.349 -0.208
O -2.769 -4.441 -7.393 0.917 1.367 1.073 0.011
C -2.544 -3.255 -6.745 -3.331 0.206 -0.613 -0.321
O -3.419 -2.418 -6.525 2.545 -1.778 -0.251 0.141
C -1.085 -3.136 -6.314 2.540 0.352 0.609 -0.469
F -0.213 -3.423 -7.323 -1.092 0.171 0.610 0.145
F -0.780 -3.988 -5.294 -0.713 0.503 -0.860 0.135
F -0.759 -1.887 -5.877 -0.803 -1.141 -0.807 0.122
H -3.732 -4.057 -9.852 -0.151 -0.132 0.082 0.084
H -5.458 -4.087 -9.414 0.105 -0.054 0.060 0.083
H -4.402 -2.782 -8.846 -0.114 -0.219 0.056 0.076
H -4.196 -5.743 -8.063 0.384 0.207 0.188 0.127
H -4.823 -4.484 -7.000 0.294 0.149 -0.087 0.128